Density functional theory data (ωB97M-V/def2-TZVPD) for a structure of composition C35H36ClCoN7O4S6 at a distorted geometry.

Net charge = -2
Orbital gap (alpha / beta) = 3.65 / 4.14 eV
2S+1 = 4
DFT total energy = -6271.62963 Eh
LUMO energy (alpha / beta) = 3.4579 / 3.4580 eV

Geometry as XYZ:
```
90
Properties=species:S:1:pos:R:3:mulliken_charge:R:1
Co -3.295 7.317 18.911 0.569
O -6.167 5.112 17.097 -0.876
C -5.343 5.620 17.843 -0.088
N -4.394 6.533 17.467 0.381
C -4.407 7.040 16.045 -1.475
C -3.119 7.823 15.740 1.043
C -2.685 7.846 14.401 -0.835
C -1.495 8.422 14.102 -0.252
C -0.822 9.144 15.092 -0.856
C -1.390 9.125 16.363 -0.348
N -2.515 8.414 16.716 0.131
C -5.234 5.217 19.253 0.696
C -6.205 4.394 19.758 -0.856
C -6.143 4.034 21.100 -0.206
C -5.250 4.655 21.923 -1.213
C -4.308 5.555 21.357 -0.387
N -4.318 5.833 20.064 0.237
H -5.319 7.629 15.852 0.285
H -4.500 6.162 15.415 0.544
H -3.489 7.562 13.639 0.257
H -1.121 8.464 13.086 0.381
H 0.215 9.403 14.992 0.387
H -0.900 9.694 17.139 0.511
H -6.812 3.853 19.061 0.436
H -6.828 3.258 21.441 0.362
H -5.152 4.360 22.949 0.405
H -3.577 5.925 21.972 0.802
S -0.826 8.303 21.776 -0.187
S 0.841 9.457 22.142 -0.156
S 0.245 11.280 22.005 -0.598
S -1.374 8.142 19.726 -0.126
C -9.878 12.059 20.612 -1.806
C -8.736 13.057 20.438 1.578
C -8.699 13.731 19.049 -1.801
C -9.074 14.135 21.471 -1.772
C -7.317 12.375 20.689 1.955
O -7.474 11.564 21.832 -0.619
C -6.282 13.500 20.967 -1.339
C -4.835 13.072 21.286 -1.091
C -4.424 12.568 22.689 0.889
C -3.171 12.104 22.939 -0.023
C -2.866 11.634 24.229 -0.504
C -3.753 11.774 25.284 0.311
Cl -3.364 11.103 26.831 -0.260
C -4.988 12.477 25.056 -0.802
C -5.265 12.927 23.795 -0.419
C -6.959 11.403 19.461 -1.481
N -5.963 10.385 19.779 0.475
C -5.129 9.639 18.937 -0.658
N -4.388 8.829 19.627 0.313
C -4.620 9.094 20.914 -0.687
N -5.483 10.090 21.096 -0.800
H -10.777 12.692 20.489 0.507
H -9.822 11.670 21.637 0.389
H -10.061 11.341 19.790 0.358
H -9.759 13.931 18.738 0.480
H -8.426 12.987 18.296 0.381
H -8.115 14.683 18.850 0.276
H -9.995 14.657 21.126 0.474
H -8.328 14.892 21.590 0.398
H -9.394 13.696 22.416 0.385
H -6.738 10.905 21.880 0.605
H -6.662 14.095 21.838 -0.187
H -6.213 14.158 20.117 0.570
H -4.222 13.944 21.050 0.639
H -4.496 12.279 20.561 0.066
H -2.414 12.177 22.152 0.148
H -1.882 11.142 24.319 0.345
H -5.514 12.915 25.896 0.354
H -6.125 13.620 23.738 0.121
H -6.597 11.928 18.558 0.517
H -7.920 10.919 19.209 0.438
H -5.175 9.473 17.891 0.661
H -4.194 8.439 21.676 0.586
O -1.372 4.589 23.028 -0.572
S -0.602 3.945 21.992 1.124
O -0.280 2.559 22.064 -0.708
N -1.303 4.376 20.518 -0.601
C -0.714 5.266 19.826 0.757
S -1.396 6.156 18.483 -0.645
C 0.604 5.715 20.486 0.345
C 1.676 6.514 19.959 -0.477
C 2.718 6.802 20.848 -0.445
C 2.726 6.251 22.160 -0.570
C 1.893 5.198 22.470 -0.394
C 0.805 4.979 21.637 -0.166
H 1.622 7.000 18.979 0.320
H 3.571 7.365 20.519 0.372
H 3.343 6.582 22.965 0.400
H 2.011 4.517 23.349 0.320
```